{"formula": "C20H26N2O11", "method": "wB97M-V/def2-TZVPD", "elements": ["O", "O", "O", "O", "O", "O", "O", "O", "O", "O", "O", "N", "N", "C", "C", "C", "C", "C", "C", "C", "C", "C", "C", "C", "C", "C", "C", "C", "C", "C", "C", "C", "C", "H", "H", "H", "H", "H", "H", "H", "H", "H", "H", "H", "H", "H", "H", "H", "H", "H", "H", "H", "H", "H", "H", "H", "H", "H", "H"], "positions_angstrom": [[2.766, -0.148, -1.572], [3.919, 0.360, 0.770], [0.762, 4.338, 7.041], [-4.554, -1.207, -2.109], [2.953, 6.219, 3.346], [-3.104, 0.435, -2.130], [2.233, 2.132, 6.937], [2.991, 4.894, 0.007], [-5.821, -4.975, -2.995], [4.378, 3.980, 3.201], [1.767, 4.376, -2.296], [-2.301, -1.633, -1.716], [-0.182, -5.155, -0.907], [2.946, 3.721, -0.315], [2.207, 2.093, -2.036], [2.277, 3.361, -1.609], [3.430, 1.380, 0.070], [1.800, 5.385, 5.202], [-3.304, -0.714, -2.002], [3.373, 2.955, 5.069], [-5.444, -3.353, -1.308], [0.029, -2.286, -1.781], [0.398, -4.808, -2.194], [3.503, 2.647, 0.494], [1.592, 4.303, 6.153], [3.566, 4.029, 4.108], [-0.026, -3.454, -2.769], [2.451, 3.077, 6.032], [2.725, 5.265, 4.240], [-0.966, -1.184, -2.151], [2.785, 1.023, -1.236], [-5.255, -3.679, -2.774], [-5.000, -1.923, -0.938], [3.996, 2.077, 4.972], [-6.489, -3.501, -1.087], [-4.206, -3.723, -3.052], [1.478, -4.862, -2.140], [1.730, 1.822, -2.967], [-5.877, -1.406, -0.578], [-0.688, -0.274, -1.652], [-4.895, -4.103, -0.750], [0.681, -3.219, -3.559], [0.432, -4.976, -0.131], [3.968, 2.920, 1.431], [1.954, 5.179, -1.771], [-0.929, -1.042, -3.227], [-4.254, -1.925, -0.157], [-0.991, -3.514, -3.268], [-5.741, -2.967, -3.427], [-1.098, -4.759, -0.763], [1.014, -1.835, -1.861], [1.187, 6.268, 5.307], [-6.449, -4.905, -3.719], [-2.506, -2.463, -2.269], [-0.206, -2.588, -0.768], [0.083, -5.568, -2.902], [3.655, 5.882, 2.755], [3.738, -0.441, 0.240], [1.517, 2.469, 7.512]], "forces_ev_per_a": [[0.1269, -0.1096, 0.2179], [-0.1236, -0.1610, -0.2684], [0.0645, -0.2628, 0.1289], [-0.1612, -0.4792, 0.6051], [0.2523, -0.2709, -0.0526], [0.4799, 2.6220, -0.4534], [-0.2294, 0.2184, 0.0989], [-0.1521, 0.1100, -0.1943], [-0.0100, -0.0242, -0.1285], [0.0067, 0.2701, 0.0050], [0.1378, 0.1670, 0.2584], [-0.1377, -0.1639, -1.2932], [0.2271, -0.4297, -0.0792], [0.2734, -0.2653, 0.4612], [0.0523, -0.2856, 0.0217], [-0.1914, -0.1122, -0.3626], [0.1366, 0.1500, 0.3072], [-0.1377, -0.1104, 0.2286], [0.0627, -1.0391, 0.4139], [0.1494, 0.0696, -0.2441], [0.5435, 0.2887, -0.2028], [-0.1968, 0.4873, -0.7974], [-0.7343, 0.0189, -0.0858], [-0.0190, 0.2235, -0.0036], [-0.1017, 0.5710, -0.2574], [0.0764, -0.4716, 0.3125], [0.5378, 0.1714, 0.3116], [0.2592, -0.3329, -0.0624], [-0.2478, 0.3710, 0.0162], [0.4195, -1.0076, 0.5728], [-0.2891, 0.2621, -0.4506], [-0.4402, -0.5990, -0.1184], [-0.8335, -0.8427, -0.4383], [-0.0179, -0.0131, 0.0163], [-0.3701, 0.0209, 0.1502], [0.2900, 0.0862, -0.0300], [0.2617, -0.0065, 0.1977], [-0.0060, 0.0307, -0.0054], [-0.1115, 0.4411, 0.1431], [-0.1815, 0.4534, 0.1698], [0.1290, -0.1139, 0.2499], [0.0340, 0.0246, -0.3944], [-0.1625, 0.2396, 0.1188], [0.0390, -0.0604, -0.0536], [-0.0203, -0.0129, -0.0413], [-0.1340, 0.3465, -0.2323], [0.3306, 0.0993, 0.0353], [-0.3466, -0.2093, 0.1079], [-0.0374, 0.3699, -0.0251], [0.0166, 0.0797, 0.1529], [0.2123, -0.1158, 0.4578], [0.0051, 0.0075, -0.0285], [0.0745, -0.1145, 0.0490], [-0.1311, -0.2874, 0.5581], [0.2553, -0.1280, 0.2798], [0.1237, -0.1955, -0.2879], [-0.0974, 0.0358, -0.0756], [0.0270, 0.0193, 0.0312], [0.0172, -0.0304, -0.0106]], "spin_multiplicity": 1, "total_energy_ev": -46662.845, "lumo_ev": -1.59, "homo_energy_ha": -0.3350, "smiles": "O=C1C=C(O)C(=O)C=C1O.O=C1C=C(O)C(=O)C=C1O.NCCCCNC(=O)OCCCO", "relative_energy_ev": 0.4906}

=====

{"formula": "C3H8N2O2", "method": "wB97M-V/def2-TZVPD", "elements": ["O", "O", "N", "N", "C", "C", "C", "H", "H", "H", "H", "H", "H", "H", "H"], "positions_angstrom": [[1.793, -1.138, -0.738], [1.896, 0.032, 1.128], [0.445, 1.961, 0.153], [1.483, -0.277, 0.082], [-0.918, -0.024, 0.366], [0.250, 0.658, -0.313], [-1.087, -1.418, -0.213], [-2.017, -1.935, -0.105], [-0.798, 0.062, 1.450], [-0.045, 0.516, -1.393], [-1.850, 0.535, 0.079], [0.987, 2.469, -0.429], [-0.886, -1.249, -1.240], [-0.279, -2.201, 0.152], [1.025, 2.009, 1.020]], "forces_ev_per_a": [[0.6505, 0.3836, 1.5501], [2.5001, -0.7655, 2.9624], [-0.6158, -0.5882, 2.7535], [-2.9197, 0.9041, -4.8597], [-1.4804, 0.1418, 0.3876], [-1.0306, -1.4952, -0.3735], [2.3675, -1.7518, 1.4587], [-0.8045, 0.2028, 0.2836], [-0.1404, -0.2421, -0.0197], [1.4166, 0.7223, 0.7948], [0.9589, -0.1367, 0.3855], [1.8415, 2.1197, -2.8954], [-0.0290, -0.5618, -1.2893], [-1.5053, 1.6886, -0.6548], [-1.2094, -0.6216, -0.4839]], "spin_multiplicity": 1, "total_energy_ev": -10312.456, "lumo_ev": 0.64, "homo_energy_ha": -0.3655, "smiles": "CC[C@@H](N)[N+](=O)[O-]", "relative_energy_ev": 4.4962}

=====

{"formula": "H24O12", "method": "wB97M-V/def2-TZVPD", "elements": ["O", "O", "O", "O", "O", "O", "O", "O", "O", "O", "O", "O", "H", "H", "H", "H", "H", "H", "H", "H", "H", "H", "H", "H", "H", "H", "H", "H", "H", "H", "H", "H", "H", "H", "H", "H"], "positions_angstrom": [[-2.653, -2.062, 1.557], [2.962, -2.958, -1.017], [0.301, -0.418, 0.104], [-0.815, 2.262, 1.847], [-2.026, 1.545, -2.335], [-0.436, 3.517, -0.749], [-2.501, 0.759, 0.306], [1.848, -2.357, 1.435], [2.928, 1.185, 0.171], [2.212, -0.620, -2.808], [0.816, 0.718, 3.643], [-0.967, -2.384, -1.400], [-2.592, -1.101, 1.586], [1.375, -3.145, 1.722], [-1.332, 2.739, 2.505], [-3.434, 0.802, 0.555], [0.242, 0.762, 2.867], [1.408, -0.708, -3.334], [-0.579, -0.051, -0.015], [-1.457, -3.050, -0.902], [-2.477, 1.081, -0.620], [-1.424, 2.061, -1.764], [2.664, 1.815, -0.504], [0.295, -1.213, -0.465], [2.714, -2.635, -0.118], [-2.023, -2.367, 2.220], [1.691, 0.521, 3.289], [1.155, -1.748, 1.112], [2.195, 0.553, 0.208], [-1.645, -1.884, -1.870], [-2.384, 2.196, -2.949], [-1.459, 1.661, 1.405], [-0.393, 2.848, -0.040], [0.419, 3.958, -0.715], [2.623, -2.306, -1.647], [2.748, 0.025, -3.281]], "forces_ev_per_a": [[0.0440, -0.0511, 0.0745], [-0.2280, 0.1785, 0.3971], [0.4230, -0.1990, -0.1370], [-0.4506, -0.5653, -0.3803], [0.1944, 0.0209, 0.5677], [-0.0845, -0.6385, -0.0274], [-0.2761, 0.0352, -0.2206], [-0.4429, 0.2238, 0.1359], [-0.0941, -0.0254, 0.1334], [-0.2644, 0.0746, -0.1501], [0.0295, -0.2851, 0.0149], [-0.1288, -0.0771, -0.2147], [0.1617, -0.1111, -0.1288], [0.1262, 0.0093, -0.0321], [0.1784, 0.0736, -0.0078], [0.0836, -0.0053, -0.0492], [0.2071, 0.3012, 0.0742], [0.0894, -0.0220, 0.0519], [-0.1585, -0.1739, 0.1873], [0.0599, 0.1191, 0.0675], [-0.2958, -0.2125, 0.0195], [0.1911, 0.3124, -0.6740], [-0.0068, -0.0555, -0.0435], [-0.2822, 0.3717, -0.1074], [0.2098, -0.3138, -0.8332], [-0.0858, 0.0444, -0.0120], [-0.0788, 0.0039, 0.0179], [0.2652, -0.0919, 0.4472], [0.0331, 0.0914, -0.1240], [0.0482, -0.0433, 0.0524], [-0.0377, -0.0259, 0.0800], [0.2335, 0.4813, 0.3247], [0.0880, 0.6650, 0.2647], [-0.0400, -0.0305, -0.0471], [0.2148, 0.0181, 0.1789], [0.0738, -0.0971, 0.0994]], "spin_multiplicity": 1, "total_energy_ev": -24960.448, "lumo_ev": -0.34, "homo_energy_ha": -0.3611, "smiles": "O.O.O.O.O.O.O.O.O.O.O.O", "relative_energy_ev": 1.2459}

=====

{"formula": "C16H31N2O6", "method": "wB97M-V/def2-TZVPD", "elements": ["O", "O", "O", "O", "O", "O", "N", "N", "C", "C", "C", "C", "C", "C", "C", "C", "C", "C", "C", "C", "C", "C", "C", "C", "H", "H", "H", "H", "H", "H", "H", "H", "H", "H", "H", "H", "H", "H", "H", "H", "H", "H", "H", "H", "H", "H", "H", "H", "H", "H", "H", "H", "H", "H", "H"], "positions_angstrom": [[-1.312, -1.858, -1.364], [-2.502, 2.907, -2.125], [-3.927, -2.971, 1.230], [1.524, -3.897, -0.251], [-3.127, -1.808, -2.560], [-1.525, 3.898, -2.263], [-2.080, 1.042, -0.720], [-4.253, 0.402, -1.395], [-4.171, -2.049, 0.511], [1.437, -3.480, -1.623], [-3.000, -0.106, -0.782], [-0.865, 0.780, 0.072], [2.572, -1.910, 0.803], [1.246, 2.454, 2.502], [2.860, 1.559, 0.744], [3.020, -0.858, -0.296], [2.024, 1.155, 2.017], [-1.808, 1.611, -2.022], [-3.414, -0.679, 0.611], [-0.972, 1.652, 1.416], [2.720, -3.408, 0.344], [3.789, 0.348, 0.368], [0.115, 2.810, 1.464], [-2.445, -1.324, -1.634], [3.666, -1.324, -1.074], [0.611, -4.049, -2.091], [2.409, -3.579, -2.172], [1.508, -1.765, 1.106], [1.144, -2.400, -1.634], [4.561, 0.703, -0.355], [0.496, 3.010, 0.440], [-5.045, -0.170, -1.119], [2.932, -4.026, 1.247], [2.731, 0.902, 2.847], [1.318, 0.325, 1.814], [-4.071, 0.049, 1.158], [-2.182, 1.008, -2.880], [4.303, 0.023, 1.307], [1.955, 3.315, 2.522], [0.755, 2.273, 3.489], [-0.918, 1.019, 2.336], [3.499, 2.424, 1.037], [-2.558, -0.880, 1.295], [2.108, -0.441, -0.794], [2.226, 1.885, -0.106], [3.599, -3.488, -0.349], [-4.186, 0.380, -2.410], [-0.750, -0.271, 0.406], [0.080, 1.105, -0.410], [3.204, -1.783, 1.717], [-0.734, 1.847, -2.189], [-1.962, 2.167, 1.439], [-0.410, 3.736, 1.799], [-4.997, -2.113, -0.247], [-1.199, 3.845, -3.179]], "forces_ev_per_a": [[-0.7547, 1.8339, 1.0305], [-0.0187, -1.0423, -0.4951], [-0.0010, -0.3947, 0.3209], [1.3452, -0.1954, -0.6087], [-1.3772, 1.1474, 0.0697], [0.9245, 1.1361, 0.0147], [1.4585, -1.1028, -0.7503], [0.2988, 0.3454, 0.4448], [0.1487, 1.5708, -0.4719], [-0.6304, 0.9340, 0.2005], [-1.4525, -0.7001, -0.5529], [-0.1539, 0.8287, 2.4347], [0.3200, -0.3793, -0.5763], [-0.4569, -0.5429, -1.3682], [0.5039, -1.2002, 0.9573], [-0.3323, 0.4555, 1.1403], [0.0042, 2.0778, 0.0879], [-0.5246, 0.3026, 0.1141], [0.2165, -0.2569, 0.5872], [0.2769, 0.7930, -0.5313], [-0.2510, 0.6742, 0.5912], [-0.2080, 0.4795, -0.7537], [-0.7139, -0.4698, 1.1521], [2.2054, -2.3414, -0.8472], [-0.4661, 0.1393, 0.5692], [0.6013, 0.3313, 0.2168], [-0.6277, -0.2830, 0.4384], [0.7721, -0.0965, -0.2615], [0.0755, -0.8386, -0.2474], [-0.3805, -0.2000, 0.5417], [-0.0980, -0.1086, 0.6798], [0.2668, 0.0031, -0.2992], [-0.2821, 0.2364, -0.6272], [-0.4825, -0.2291, -0.7831], [0.5026, 0.4612, 0.2028], [0.3290, -0.4680, -0.6251], [0.1619, 0.1651, 0.6570], [-0.2316, 0.1620, -0.8008], [-0.3411, -0.6470, 0.4310], [0.5212, 0.3231, -0.6316], [0.1229, 0.3944, -0.6433], [-0.3745, -0.4620, -0.2372], [-0.4603, 0.1246, -0.6946], [0.7377, -0.4506, 0.1892], [0.3567, -0.3771, 0.4842], [-0.6161, -0.0893, 0.3877], [-0.0793, -0.4018, 0.2714], [-0.1613, 0.4527, -0.8857], [-0.7565, -0.3833, -0.1597], [-0.4001, 0.0116, -0.6385], [-0.6784, -0.3570, 0.3229], [0.6155, -0.7048, -0.1856], [0.5331, -0.4999, -0.2283], [0.4330, -0.0065, 0.2310], [-0.4210, -0.1549, 0.1353]], "spin_multiplicity": 1, "charge": -1, "total_energy_ev": -32356.777, "lumo_ev": 2.87, "homo_energy_ha": -0.1635, "smiles": "COCCCCCCCCCCN(COO)[C@](N)(CC=O)C(=O)[O-]", "relative_energy_ev": 0.0000}

=====

{"formula": "C4H10N2OS", "method": "wB97M-V/def2-TZVPD", "elements": ["S", "O", "N", "N", "C", "C", "C", "C", "H", "H", "H", "H", "H", "H", "H", "H", "H", "H"], "positions_angstrom": [[0.112, -4.266, 1.524], [0.631, 3.354, -0.069], [0.222, 1.180, -1.217], [-1.269, -1.881, 0.390], [-0.226, 0.340, -0.058], [-0.408, -1.147, -0.430], [0.823, 0.531, 1.032], [0.207, 2.592, -1.049], [0.679, -0.017, 1.963], [-1.081, -2.614, 1.099], [1.144, 1.509, 1.305], [1.254, 1.770, -1.006], [-0.781, -1.084, -1.504], [-1.305, 0.726, 0.041], [1.746, 0.068, 0.573], [-0.229, 3.032, -2.004], [0.556, -1.785, -0.446], [-2.075, -2.308, -0.145]], "forces_ev_per_a": [[-0.3168, 0.4654, -0.4547], [-2.1230, -3.4581, -4.0750], [1.8558, 1.8573, 0.4730], [-4.0793, -2.2918, 0.1743], [-0.2719, 1.2957, 0.6148], [2.9293, -0.4629, -2.6425], [1.0543, -1.8320, 0.1773], [-1.6061, 4.4120, 2.2413], [-0.4186, -0.1801, -0.1038], [0.9063, 0.9348, 0.2588], [-0.4699, 0.9818, -0.0785], [0.1875, -3.8460, -0.5664], [0.3258, -0.5217, 1.2465], [1.5118, -0.4508, 0.7948], [-0.7462, 0.2890, 0.4489], [0.8637, 0.1282, 1.0283], [-0.8355, 1.7821, -0.3468], [1.2326, 0.8972, 0.8098]], "spin_multiplicity": 1, "total_energy_ev": -20165.379, "lumo_ev": -3.60, "homo_energy_ha": -0.3619, "relative_energy_ev": 8.5439}

=====

{"formula": "C23H16AsInO6", "method": "wB97M-V/def2-TZVPD", "elements": ["In", "As", "O", "O", "O", "O", "O", "O", "C", "C", "C", "C", "C", "C", "C", "C", "C", "C", "C", "C", "C", "C", "C", "C", "C", "C", "C", "C", "C", "C", "C", "H", "H", "H", "H", "H", "H", "H", "H", "H", "H", "H", "H", "H", "H", "H", "H"], "positions_angstrom": [[0.047, -0.536, -2.907], [0.142, 0.582, 0.341], [0.161, 0.477, -6.127], [-0.118, 0.784, -1.363], [-2.313, 1.387, -5.235], [1.014, -3.714, -1.838], [-3.091, -1.718, -2.324], [-2.445, -3.441, -4.600], [-1.879, -3.255, 2.162], [-0.569, -3.337, 1.678], [2.041, 0.426, 0.645], [-1.846, 1.004, -4.294], [4.678, -0.145, 1.188], [-0.683, 2.145, 0.994], [0.029, 2.977, 1.853], [1.178, -2.728, -2.439], [-1.990, -1.643, -2.647], [-1.999, -0.914, 1.556], [-1.981, 2.518, 0.565], [-0.702, -1.027, 1.054], [3.751, -0.109, 2.243], [-2.567, 3.672, 1.104], [0.071, 0.280, -4.996], [0.031, -2.213, 1.106], [2.405, 0.145, 1.958], [-1.871, 4.483, 2.017], [-1.617, -2.636, -4.493], [-2.590, -2.060, 2.091], [4.286, 0.122, -0.128], [-0.563, 4.141, 2.363], [2.963, 0.449, -0.410], [5.725, -0.376, 1.396], [-2.521, 1.900, -0.165], [1.672, 0.100, 2.764], [4.997, 0.066, -0.948], [1.043, 2.702, 2.130], [-3.626, -2.007, 2.413], [-2.521, 0.046, 1.531], [4.067, -0.302, 3.262], [-0.004, 4.767, 3.043], [1.043, -2.248, 0.712], [1.778, -2.431, -3.346], [-3.586, 3.941, 0.803], [-2.318, 5.413, 2.373], [-2.331, -4.126, 2.617], [2.629, 0.698, -1.410], [-0.018, -4.260, 1.708]], "forces_ev_per_a": [[0.8168, -0.8673, 2.8645], [0.0901, -0.3270, -0.2520], [-0.1268, -0.7983, 4.0284], [-0.1041, -0.2587, -0.4234], [-0.3707, 0.2201, 0.2627], [-0.2551, 0.9237, 0.2052], [3.2992, 0.0417, -0.8224], [3.2851, 2.9019, 0.2224], [0.3810, 0.1225, -0.0713], [-0.1690, 0.6001, -0.2864], [-0.6315, -0.0004, -0.0841], [-1.7152, 0.6447, 0.2172], [-0.1107, 0.0720, 0.1882], [-0.6165, 0.9486, 0.0203], [-0.2107, 0.0747, 0.2759], [0.5006, 1.4347, -2.8798], [-4.9555, 0.6599, 2.6065], [0.0909, -0.3731, -0.0650], [0.1560, -0.0100, 0.4491], [0.3482, 0.9651, -0.3132], [-0.0030, 0.0494, -0.6882], [-0.0027, -0.2741, -0.1853], [2.0488, 0.5288, -5.5136], [-0.4153, -0.1758, 0.0817], [0.6655, -0.1286, 0.1830], [0.3423, -0.3720, -0.6166], [-3.0702, -3.8985, -1.9466], [-0.1700, 0.3284, -0.2199], [-0.1076, 0.0191, 0.0432], [-0.1940, -0.3132, -0.1637], [-0.2553, -0.2566, 0.6488], [-0.3650, 0.0547, -0.0499], [0.1833, 0.3486, 0.3723], [0.1068, 0.0484, -0.2122], [0.0103, 0.1018, 0.2597], [-0.0874, 0.1965, 0.0845], [0.2182, -0.0804, 0.1685], [0.0639, -0.3817, 0.0591], [-0.0183, -0.0003, -0.1309], [0.0576, 0.0367, -0.0132], [-0.0868, -0.0881, 0.1419], [0.6894, -2.0154, 1.3587], [0.4672, -0.0891, 0.0893], [0.0889, -0.3907, 0.0391], [-0.0482, 0.0064, -0.0758], [0.1289, 0.0107, -0.0003], [0.0506, -0.2397, 0.1435]], "spin_multiplicity": 1, "charge": 2, "total_energy_ev": -102386.273, "lumo_ev": [-8.47, -8.47], "homo_energy_ha": [-0.5400, -0.5400], "relative_energy_ev": 1.7624}